w:
Here is 2 unconnected molecules or ions with the total composition C3H6O3 from OMol25. Energies are from ωB97M-V/def2-TZVPD.

```
12
Properties=species:S:1:pos:R:3:mulliken_charge:R:1
C 1.14 -0.86 -0.25 0.79
C 1.61 0.51 -0.01 -0.85
C -1.79 -0.73 0.38 -0.14
O 1.15 -1.98 -0.33 -0.20
O -1.99 -0.22 -0.96 -0.58
O -0.67 -0.16 0.88 -0.75
H 1.39 1.12 -0.95 0.28
H 0.95 0.97 0.64 0.37
H 2.69 0.55 0.25 0.31
H -1.82 -1.85 0.22 0.19
H -2.72 -0.39 0.89 0.28
H -1.94 0.76 -1.14 0.30
```

Results
LUMO energy (alpha / beta): -0.1 / -0.1 eV
E_HOMO (alpha / beta): -8.52 / -8.52 eV

=====

x:
Here is 2 unconnected molecules or ions with the total composition C3H6O3 from OMol25. Energies are from ωB97M-V/def2-TZVPD.

```
12
Properties=species:S:1:pos:R:3:mulliken_charge:R:1
C -0.03 -0.35 -0.22 -0.36
C 1.78 -0.13 -0.18 -1.17
C -0.19 1.03 -0.02 0.73
O -2.00 0.43 -0.25 -0.50
O -2.38 -0.41 0.90 -0.40
O 0.13 2.14 0.19 -0.34
H -3.30 -0.62 0.68 0.31
H -0.20 -0.97 0.66 0.35
H -0.21 -0.72 -1.22 0.29
H 2.14 0.47 -1.02 0.36
H 2.13 0.27 0.77 0.37
H 2.12 -1.16 -0.28 0.36
```

Results
LUMO energy: 0.4 eV
E_HOMO: -8.43 eV

=====

y:
Here is C3H6O3 in the gas phase from OMol25. Energies are from ωB97M-V/def2-TZVPD.

```
12
Properties=species:S:1:pos:R:3:mulliken_charge:R:1
O 0.03 -1.50 -0.01 -0.73
C 0.00 -0.26 -0.05 0.79
C 1.34 0.46 -0.11 -0.37
O 2.33 -0.49 0.10 -0.53
C -1.35 0.46 0.09 -0.43
O -2.39 -0.52 -0.07 -0.52
H 1.30 1.24 0.69 0.27
H 1.41 1.00 -1.08 0.25
H 1.91 -1.38 -0.06 0.37
H -1.39 1.03 1.08 0.25
H -1.33 1.31 -0.67 0.27
H -1.85 -1.34 0.09 0.38
```

Results
LUMO energy: 0.5 eV
E_HOMO: -10.82 eV
Structure (SMILES): O=C(CO)CO

=====

z:
Here is C3H6O3 in the gas phase from OMol25. Energies are from ωB97M-V/def2-TZVPD.

```
12
Properties=species:S:1:pos:R:3:mulliken_charge:R:1
O -2.05 -0.70 0.88 -0.77
C -1.20 0.06 0.18 0.10
O -1.46 -0.12 -1.23 -0.45
C 0.46 -0.50 0.32 0.01
C 1.40 0.21 -0.45 -0.08
O 2.62 0.91 0.39 -0.50
H -2.11 -0.82 -1.15 0.30
H -1.02 1.16 0.39 0.26
H 0.85 -1.46 0.81 0.33
H 1.99 -0.22 -1.29 0.29
H 0.77 1.17 -0.74 0.19
H 2.62 0.85 1.38 0.31
```

Results
LUMO energy: -3.3 eV
E_HOMO: -8.88 eV

=====

Which one is most stable, and which one is least stable? y is the most stable of them, while z is the least stable.

=====

w:
Here is 5 unconnected molecules or ions with the total composition C15H35N5O5 from OMol25. Energies are from ωB97M-V/def2-TZVPD.

```
60
Properties=species:S:1:pos:R:3:mulliken_charge:R:1
C 0.75 -4.39 -0.77 -1.09
N 0.93 -5.66 -1.45 0.06
C 2.30 -5.87 -1.92 -0.91
C -0.18 -6.23 -1.92 0.27
O -0.14 -7.21 -2.66 -0.61
H -0.19 -4.27 -0.22 0.33
H 0.88 -3.65 -1.55 0.43
H 1.54 -4.25 -0.04 0.33
H 2.86 -4.95 -2.08 0.35
H 2.81 -6.59 -1.29 0.26
H 2.32 -6.36 -2.89 0.36
H -1.07 -5.71 -1.53 0.22
C 0.89 2.90 -0.05 -0.93
N -0.02 2.50 -1.11 0.10
C -0.16 3.54 -2.17 -0.91
C -0.58 1.23 -1.16 0.26
O -1.28 0.82 -2.08 -0.60
H 0.80 2.12 0.70 0.27
H 0.57 3.77 0.53 0.31
H 1.88 3.05 -0.49 0.31
H -0.27 4.58 -1.88 0.30
H 0.70 3.59 -2.85 0.34
H -0.93 3.22 -2.87 0.30
H -0.38 0.72 -0.21 0.25
C 8.04 3.72 0.93 -0.95
N 7.43 3.91 2.29 0.08
C 6.32 4.90 2.35 -0.91
C 7.89 3.45 3.41 0.15
O 7.30 3.60 4.50 -0.63
H 8.37 4.57 0.33 0.35
H 7.33 3.32 0.22 0.35
H 8.98 3.20 0.72 0.34
H 5.36 4.42 2.19 0.26
H 6.21 5.45 3.29 0.33
H 6.60 5.67 1.63 0.34
H 8.82 2.87 3.33 0.29
C -4.15 -3.74 -4.03 -0.86
N -4.45 -4.61 -5.17 0.11
C -5.87 -5.11 -5.24 -0.96
C -3.59 -4.83 -6.17 0.20
O -3.74 -5.67 -7.07 -0.60
H -4.35 -4.13 -3.04 0.30
H -4.74 -2.83 -4.02 0.34
H -3.10 -3.44 -4.05 0.26
H -6.59 -4.37 -5.61 0.31
H -6.08 -6.06 -5.74 0.31
H -6.14 -5.45 -4.24 0.34
H -2.59 -4.37 -6.02 0.25
C -2.85 3.06 4.90 -1.06
N -4.07 3.43 5.61 0.07
C -4.75 2.24 6.03 -0.96
C -4.37 4.71 5.92 0.16
O -5.26 4.95 6.66 -0.55
H -2.50 3.88 4.27 0.33
H -2.95 2.24 4.19 0.36
H -2.07 2.94 5.65 0.35
H -5.43 1.91 5.24 0.29
H -4.10 1.38 6.19 0.37
H -5.22 2.40 7.00 0.34
H -3.74 5.51 5.50 0.29
```

Results
LUMO energy: 0.0 eV
E_HOMO: -9.26 eV
Structure (SMILES): CN(C)C=O.CN(C)C=O.CN(C)C=O.CN(C)C=O.CN(C)C=O

=====

x:
Here is 5 unconnected molecules or ions with the total composition C15H35N5O5 from OMol25. Energies are from ωB97M-V/def2-TZVPD.

```
60
Properties=species:S:1:pos:R:3:mulliken_charge:R:1
C 3.58 0.74 0.55 -0.76
N 3.02 1.61 -0.48 -0.10
C 3.21 2.92 -0.59 0.64
C 4.14 3.78 0.31 -0.72
O 2.35 3.55 -1.17 -0.71
H 2.76 0.40 1.17 0.11
H 4.27 1.14 1.29 0.29
H 4.09 -0.17 0.25 0.37
H 2.30 1.33 -1.13 0.25
H 4.46 3.41 1.28 0.35
H 3.49 4.61 0.58 -0.02
H 5.06 4.08 -0.18 0.30
C 0.74 5.80 1.14 -1.04
N 0.32 5.56 -0.15 -0.03
C -0.95 5.87 -0.58 0.71
C -1.23 5.47 -2.06 -1.13
O -1.83 6.38 0.04 -0.62
H 0.48 5.04 1.87 0.24
H 0.33 6.75 1.49 0.36
H 1.82 5.88 1.12 0.32
H 0.87 4.96 -0.74 0.24
H -0.55 6.13 -2.60 0.32
H -2.17 5.91 -2.40 0.35
H -1.40 4.42 -2.28 0.29
C -1.45 -3.49 2.92 -0.68
N -0.23 -2.73 3.03 -0.17
C 0.03 -1.47 3.17 0.95
C 1.45 -1.07 3.50 -1.30
O -0.85 -0.62 3.09 -0.78
H -2.20 -2.71 2.82 0.31
H -1.66 -4.22 3.71 0.29
H -1.48 -4.10 2.02 0.13
H 0.64 -3.24 2.98 0.19
H 1.49 -1.23 4.58 0.38
H 1.65 -0.02 3.33 0.24
H 2.19 -1.61 2.90 0.42
C -0.43 2.16 0.32 -1.07
N -1.14 0.84 0.53 0.06
C -2.03 0.34 -0.37 0.59
C -2.61 -0.95 0.06 -0.82
O -2.30 0.84 -1.50 -0.70
H -1.08 2.95 0.70 0.44
H -0.19 2.53 -0.67 0.29
H 0.42 2.25 1.00 0.27
H -0.99 0.24 1.33 0.21
H -1.91 -1.77 -0.10 0.11
H -3.48 -1.08 -0.58 0.33
H -2.86 -0.85 1.11 0.29
C -2.05 -7.98 -4.15 -0.81
N -1.84 -7.00 -3.02 -0.21
C -1.48 -5.73 -3.12 0.54
C -1.32 -4.90 -1.84 -0.78
O -1.27 -5.14 -4.16 -0.63
H -2.67 -8.85 -3.97 0.33
H -1.10 -8.20 -4.64 0.26
H -2.58 -7.35 -4.86 0.29
H -2.02 -7.37 -2.09 0.21
H -1.69 -3.87 -1.91 0.23
H -0.24 -4.78 -1.86 0.24
H -1.86 -5.37 -1.02 0.32
```

Results
LUMO energy: 0.1 eV
E_HOMO: -8.83 eV
Structure (SMILES): CNC(C)=O.CNC(C)=O.CNC(C)=O.CNC(C)=O.CNC(C)=O

=====

y:
Here is 5 unconnected molecules or ions with the total composition C15H35N5O5 from OMol25. Energies are from ωB97M-V/def2-TZVPD.

```
60
Properties=species:S:1:pos:R:3:mulliken_charge:R:1
C 3.35 -2.11 2.45 -0.93
N 3.10 -1.44 1.13 -0.33
C 3.52 -0.18 0.92 0.82
C 3.35 0.33 -0.46 -0.55
O 3.81 0.47 1.97 -0.69
H 4.36 -2.28 2.66 0.36
H 3.02 -3.15 2.30 0.35
H 2.64 -1.58 3.13 0.31
H 2.70 -2.03 0.31 0.27
H 2.80 -0.34 -1.19 0.11
H 4.29 0.72 -0.77 0.42
H 2.97 1.38 -0.79 -0.12
C -2.94 1.04 -1.86 -1.13
N -1.98 -0.05 -1.71 0.24
C -1.15 -0.53 -2.71 0.58
C -0.04 -1.52 -2.37 -0.47
O -1.27 0.02 -3.83 -0.68
H -2.64 1.97 -2.34 0.35
H -3.27 1.43 -0.96 0.38
H -3.93 0.80 -2.39 0.31
H -1.76 -0.38 -0.80 -0.09
H 0.37 -1.25 -1.35 -0.20
H 0.69 -1.47 -3.20 0.40
H -0.28 -2.66 -2.37 0.32
C -0.16 0.70 1.46 -1.06
N 0.10 -0.66 1.60 0.18
C -0.82 -1.58 1.32 1.00
C -0.33 -3.06 1.23 -1.09
O -1.99 -1.24 0.91 -0.85
H -1.17 0.99 1.22 0.26
H 0.43 1.03 0.74 0.24
H -0.12 1.09 2.37 0.65
H 1.10 -0.87 1.95 -0.13
H -0.65 -3.42 0.17 0.23
H -0.98 -3.57 1.96 0.37
H 0.75 -3.20 1.37 0.18
C 0.93 1.95 -2.86 -0.96
N 2.15 2.66 -2.61 -0.18
C 3.08 2.69 -3.59 0.72
C 4.33 3.52 -3.31 -1.24
O 2.84 2.14 -4.71 -0.66
H 0.31 2.08 -1.91 0.22
H 1.11 0.92 -3.20 0.17
H 0.34 2.28 -3.63 0.52
H 2.25 3.15 -1.76 0.35
H 4.83 3.88 -4.22 0.31
H 4.93 2.80 -2.71 0.26
H 4.08 4.18 -2.66 0.47
C -3.50 -1.69 4.27 -1.03
N -3.61 -0.73 3.17 -0.09
C -4.59 0.07 2.84 0.65
C -4.59 0.70 1.54 -0.80
O -5.54 0.36 3.57 -0.71
H -2.65 -1.67 5.01 0.28
H -3.59 -2.74 3.86 0.28
H -4.30 -1.46 4.98 0.43
H -2.81 -0.96 2.44 0.10
H -5.51 0.81 1.04 0.51
H -4.05 0.00 0.81 0.07
H -4.33 1.68 1.63 0.34
```

Results
LUMO energy: 0.0 eV
E_HOMO: -8.92 eV
Structure (SMILES): CNC(C)=O.CNC(C)=O.CNC(C)=O.CNC(C)=O.CNC(C)=O

=====

Which one is most stable, and which one is least stable? x is the most stable of them, while w is the least stable.

=====

w:
Here is a gas-phase ion, C3H8N3S (charge +1) from OMol25. Energies are from ωB97M-V/def2-TZVPD.

```
15
Properties=species:S:1:pos:R:3:mulliken_charge:R:1
C 2.40 -0.92 -0.46 -0.77
N 0.97 -0.67 -0.52 0.18
N 0.39 0.39 -0.11 -0.30
C -0.80 0.75 0.19 0.38
N -1.30 1.93 -0.12 -0.32
C -1.76 -0.25 0.89 -0.66
S -2.53 -0.91 -0.54 -0.04
H 2.59 -1.95 -0.36 0.36
H 2.87 -0.65 -1.56 0.29
H 2.89 -0.45 0.41 0.33
H 0.47 -1.52 -0.85 0.32
H -2.05 2.35 0.42 0.25
H -0.60 2.53 -0.60 0.28
H -1.24 -1.03 1.63 0.31
H -2.31 0.41 1.59 0.39
```

Results
LUMO energy (alpha / beta): -7.0 / -7.0 eV
Total charge: +1
E_HOMO (alpha / beta): -12.76 / -12.90 eV
Structure (SMILES): C/[NH+]=N/C(=[NH2+])C[S-]

=====

x:
Here is a gas-phase ion, C3H8N3S (charge +1) from OMol25. Energies are from ωB97M-V/def2-TZVPD.

```
15
Properties=species:S:1:pos:R:3:mulliken_charge:R:1
C 1.15 -0.61 0.08 0.78
C 0.13 1.74 -0.21 -0.74
C -1.25 0.03 -0.40 -0.28
N -0.15 -0.96 -0.14 -0.28
N 2.07 -1.53 0.11 -0.43
N -2.20 0.15 0.54 -0.49
S 1.62 0.98 0.39 -0.09
H 0.27 2.17 -1.19 0.38
H -0.21 2.31 0.63 0.37
H -1.35 0.39 -1.45 0.42
H -0.36 -1.82 -0.50 0.24
H 1.91 -2.54 -0.02 0.24
H 3.15 -1.48 0.21 0.26
H -1.89 0.17 1.48 0.30
H -2.89 0.99 0.46 0.33
```

Results
LUMO energy: -3.3 eV
Total charge: +1
E_HOMO: -12.51 eV

=====

y:
Here is 2 unconnected molecules or ions with the total composition C3H8N3S from OMol25. Energies are from ωB97M-V/def2-TZVPD.

```
15
Properties=species:S:1:pos:R:3:mulliken_charge:R:1
C 2.22 -2.01 -1.77 -0.30
C -1.38 -0.17 0.38 0.10
C -0.32 2.17 1.20 -0.80
N 1.60 -1.04 -1.30 0.26
N 1.08 -0.33 -0.58 -0.48
N -2.28 -1.01 -0.12 -0.33
S -1.57 1.53 0.05 0.06
H 2.39 -3.03 -1.38 0.26
H 2.66 -1.70 -2.69 0.24
H -0.43 -0.36 0.87 0.45
H 0.60 1.70 0.94 0.32
H -0.60 2.16 2.25 0.33
H -0.37 3.28 0.94 0.33
H -3.21 -0.55 -0.48 0.29
H -2.44 -1.93 0.15 0.27
```

Results
LUMO energy: -4.7 eV
Total charge: +1
E_HOMO: -12.25 eV

=====

z:
Here is 2 unconnected molecules or ions with the total composition C3H8N3S from OMol25. Energies are from ωB97M-V/def2-TZVPD.

```
15
Properties=species:S:1:pos:R:3:mulliken_charge:R:1
C 1.56 1.15 -0.23 -0.20
C 1.14 0.21 2.00 0.11
C -1.64 0.53 -1.67 -0.74
N 1.41 0.74 1.00 0.01
N 0.51 1.13 -1.04 0.35
N -0.65 0.77 -0.75 -0.56
S 0.10 -2.51 2.11 -0.39
H 2.32 1.93 -0.44 0.29
H 1.07 -0.53 2.78 0.43
H -1.15 -0.05 -2.41 0.36
H -2.49 0.17 -1.23 0.30
H -1.96 1.48 -2.16 0.30
H 0.64 1.51 -2.05 0.37
H -1.27 -2.73 2.14 0.19
H 0.41 -3.80 1.96 0.18
```

Results
LUMO energy (alpha / beta): -4.8 / -4.8 eV
Total charge: +1
E_HOMO (alpha / beta): -12.79 / -12.79 eV

=====

Which one is most stable, and which one is least stable? x is the most stable of them, while z is the least stable.

=====

w:
Here is C3H4N2 in the gas phase from OMol25. Energies are from ωB97M-V/def2-TZVPD.

```
9
Properties=species:S:1:pos:R:3:mulliken_charge:R:1
N -3.46 -0.09 -0.13 -0.38
C -2.32 0.04 0.06 0.07
C -0.97 0.08 0.42 0.03
C 0.07 -0.32 -0.54 -0.27
N -0.07 1.05 -0.30 -0.49
H -0.87 0.04 1.54 0.32
H 0.87 -1.00 -0.05 0.24
H -0.30 -0.68 -1.61 0.24
H 0.42 1.75 0.21 0.23
```

Results
LUMO energy: 0.8 eV
E_HOMO: -10.19 eV
Structure (SMILES): N#C[C@H]1CN1

=====

x:
Here is C3H4N2 in the gas phase from OMol25. Energies are from ωB97M-V/def2-TZVPD.

```
9
Properties=species:S:1:pos:R:3:mulliken_charge:R:1
C 0.13 0.68 0.93 -0.32
C -0.50 -0.53 0.88 -0.22
N -0.35 -0.97 -0.41 -0.06
C 0.30 0.01 -1.09 -0.17
N 0.55 1.05 -0.32 -0.53
H 0.13 1.36 1.76 0.37
H -0.95 -1.12 1.65 0.37
H -0.60 -1.87 -0.76 0.18
H 0.62 0.09 -2.11 0.39
```

Results
LUMO energy: 0.9 eV
E_HOMO: -8.90 eV
Structure (SMILES): c1c[nH]cn1

=====

Which one is most stable, and which one is least stable? x is the most stable of them, while w is the least stable.